1.
Below is a cluster of 3 separate species, C18H35B2FN3O10S in total, with properties calculated with wB97M-V/def2-TZVPD.

Geometry as XYZ:
```
70
Properties=species:S:1:pos:R:3:nbo_charge:R:1
C -0.263 2.581 5.642 -0.637
C -0.267 1.262 4.665 -0.460
C -1.572 1.126 3.684 0.219
F -2.134 -0.257 3.863 -0.384
C -1.285 1.390 2.094 -0.458
B -0.560 0.014 1.481 1.213
N 0.383 -0.883 2.315 -1.211
O -0.730 -0.433 0.055 -0.954
C -2.638 1.960 1.328 -0.431
B -3.915 0.926 1.095 1.265
O -3.759 -0.304 0.240 -0.942
N -5.312 1.145 1.663 -0.788
C -5.377 0.926 3.158 -0.433
C -5.916 2.460 1.228 -0.429
N -2.026 2.469 0.027 -0.427
C -0.694 2.808 0.021 0.256
C -0.241 2.553 1.611 -0.149
S 1.588 2.106 1.398 -0.014
C -0.337 4.073 2.211 -0.126
O -1.418 4.301 3.182 -0.296
O -1.761 5.561 3.176 -0.428
H 0.405 2.314 6.580 0.235
H 0.301 3.487 5.109 0.204
H -1.327 2.874 6.040 0.223
H 0.763 1.152 4.073 0.223
H -0.292 0.316 5.393 0.265
H -2.365 1.943 4.026 0.203
H 0.165 -1.884 2.099 0.423
H 1.362 -0.731 1.940 0.393
H -0.244 -1.321 -0.037 0.521
H -3.180 2.909 1.802 0.277
H -3.695 -1.117 0.825 0.521
H -6.222 1.585 3.677 0.223
H -4.371 1.097 3.730 0.185
H -5.694 -0.204 3.361 0.223
H -6.805 2.197 0.476 0.225
H -5.167 3.147 0.605 0.168
H -6.400 3.092 2.087 0.221
H -2.534 2.588 -0.879 0.450
H -0.034 3.221 -0.856 0.297
H 2.209 1.995 2.676 0.191
H -0.549 4.820 1.305 0.211
H 0.708 4.386 2.641 0.225
H -1.873 5.803 4.149 0.481
C 2.545 -4.219 -3.011 -0.645
C 1.893 -4.607 -1.700 0.059
C 0.619 -5.379 -1.872 -0.097
O -0.107 -5.046 -0.703 -0.470
C 0.336 -3.815 -0.306 0.999
O -0.202 -3.128 0.544 -0.646
O 1.463 -3.455 -0.994 -0.484
H 1.928 -3.501 -3.563 0.211
H 3.504 -3.724 -2.823 0.268
H 2.725 -5.094 -3.643 0.228
H 2.606 -5.149 -1.067 0.191
H 0.792 -6.458 -1.924 0.215
H 0.035 -5.070 -2.746 0.189
C 4.254 -1.578 -7.742 -0.629
C 4.530 -1.361 -6.268 0.061
C 5.954 -0.996 -5.975 -0.097
O 6.139 -1.494 -4.662 -0.478
C 5.263 -2.533 -4.513 0.975
O 5.281 -3.323 -3.586 -0.592
O 4.365 -2.570 -5.544 -0.488
H 4.787 -2.459 -8.119 0.228
H 3.188 -1.769 -7.902 0.227
H 4.543 -0.706 -8.336 0.226
H 3.835 -0.619 -5.857 0.180
H 6.119 0.085 -6.003 0.208
H 6.677 -1.484 -6.638 0.191
```

The value obtained for the total energy is -2170.87455 Ha. As for the total charge: +1. The maximum force is 6.82 eV/A. As for the LUMO energy: -4.29 eV. The HOMO-LUMO gap is 6.95 eV. As for the HOMO energy: -11.240 eV.

=====

2.
Below is a structure of composition C18H35F6N5O12S2V, with properties calculated with wB97M-V/def2-TZVPD.

Geometry as XYZ:
```
79
Properties=species:S:1:pos:R:3:lowdin_spin:R:1
V 11.269 15.578 -9.356 1.956
N 11.846 14.949 -12.005 0.001
O 11.011 14.316 -11.330 -0.012
O 12.642 14.357 -12.743 0.010
O 12.207 15.976 -11.357 -0.013
N 12.331 17.848 -8.352 0.006
O 12.708 18.888 -7.842 0.015
O 11.452 17.731 -9.230 -0.015
O 12.592 16.714 -7.941 -0.010
C 7.858 18.352 -10.195 0.000
F 8.721 19.301 -9.873 0.000
F 7.356 17.853 -9.047 0.000
F 6.901 18.844 -10.948 0.000
S 8.731 16.943 -11.097 0.004
O 7.700 16.185 -11.787 -0.001
O 9.672 17.567 -12.000 0.002
O 9.439 16.180 -10.043 0.024
C 15.397 13.870 -8.348 0.000
F 15.615 15.095 -8.835 0.000
F 16.425 13.076 -8.526 0.000
F 15.151 14.023 -7.048 0.000
S 13.887 13.184 -9.283 0.002
O 13.526 11.981 -8.543 0.000
O 12.831 14.239 -9.172 0.017
O 14.274 12.950 -10.661 0.002
N 11.306 21.388 -8.473 0.000
C 10.601 21.826 -9.577 0.000
C 10.120 23.104 -9.288 0.000
C 10.376 23.336 -7.926 0.000
C 11.046 22.228 -7.435 0.000
H 11.849 20.534 -8.445 0.000
H 10.716 21.255 -10.484 0.000
H 9.661 23.676 -10.079 0.000
H 10.079 24.247 -7.431 0.000
H 11.502 22.072 -6.470 0.000
C 18.013 22.766 -4.730 0.000
C 16.613 22.962 -5.354 0.000
N 15.545 22.192 -4.714 0.000
C 14.210 22.610 -5.148 0.000
C 13.933 24.073 -4.868 0.000
C 15.743 20.737 -4.683 0.000
C 15.614 20.044 -6.006 0.000
H 18.039 22.794 -3.641 0.000
H 18.713 23.481 -5.159 0.000
H 18.364 21.767 -4.998 0.000
H 16.361 24.017 -5.259 0.000
H 16.764 22.775 -6.426 0.000
H 13.452 22.019 -4.630 0.000
H 14.184 22.383 -6.221 0.000
H 14.450 24.389 -3.958 0.000
H 12.883 24.295 -4.684 0.000
H 14.333 24.716 -5.653 0.000
H 16.719 20.581 -4.215 0.000
H 15.057 20.385 -3.906 0.000
H 16.427 20.444 -6.614 0.000
H 15.742 18.969 -5.872 0.000
H 14.622 20.181 -6.433 0.000
C 10.285 12.329 -8.669 0.001
C 9.486 13.433 -8.016 0.002
N 10.234 14.668 -7.615 -0.001
C 11.215 14.311 -6.534 0.002
C 10.648 13.615 -5.292 0.000
C 9.163 15.485 -7.014 0.003
C 9.632 16.763 -6.335 0.002
H 10.736 12.628 -9.617 0.001
H 9.675 11.477 -8.974 0.000
H 11.041 11.944 -7.985 0.000
H 8.693 13.748 -8.700 0.000
H 8.881 13.049 -7.191 0.000
H 12.011 13.663 -6.894 0.000
H 11.676 15.239 -6.204 0.000
H 11.395 13.563 -4.498 0.000
H 9.740 14.057 -4.889 0.000
H 10.547 12.549 -5.515 0.000
H 8.535 14.986 -6.275 0.000
H 8.526 15.909 -7.792 0.000
H 8.756 17.387 -6.165 0.000
H 10.267 17.271 -7.065 0.001
H 10.238 16.647 -5.437 0.000
```

The value obtained for the total energy is -4223.01635 Ha. As for the total charge: -1. The maximum force is 6.29 eV/A. The expectation value of S² is 2.01. As for the LUMO energy (spin up / spin down): 1.21 / 1.80 eV. Its multiplicity is 3. The calculation puts the energy above the lowest of the compared OMol25 structures with the same formula, charge and spin at 131.2 kJ/mol. The HOMO-LUMO gap (spin up / spin down) is 7.22 / 7.80 eV. As for the HOMO energy (spin up / spin down): -6.002 / -6.002 eV.

=====

3.
Below is a structure of composition C18H36BErFN2O3S3, with properties calculated with wB97M-V/def2-TZVPD.

Geometry as XYZ:
```
65
Properties=species:S:1:pos:R:3:lowdin_spin:R:1
C 2.348 0.090 2.819 0.001
C 3.487 0.294 1.817 0.000
C 3.093 -0.244 0.422 0.000
C 3.243 -1.764 0.398 0.000
N 2.451 -2.510 -0.644 0.000
C 2.176 -1.741 -1.850 -0.002
C 0.875 -1.000 -1.932 0.001
C 1.069 0.268 -2.773 0.000
C -0.263 0.892 -3.183 0.003
B -1.258 0.842 -1.975 0.010
C -0.853 1.223 -0.535 0.051
C -1.725 2.390 0.014 0.052
N -1.267 2.905 1.303 0.620
C 0.124 3.365 1.322 0.070
C 0.445 4.322 0.191 0.005
C -1.523 1.884 2.291 0.013
C -2.852 1.971 2.971 0.008
O -0.707 0.987 2.540 0.097
S -2.949 0.182 -2.401 0.000
O -2.729 -1.107 -2.976 0.000
O -3.670 1.153 -3.132 0.000
F -3.628 -0.071 -1.022 0.000
C 1.353 -3.214 -0.155 0.000
S 1.047 -4.717 -0.787 0.000
S 0.358 -2.651 1.089 0.000
C -1.276 -3.406 0.837 0.000
C -2.317 -2.335 0.510 0.000
C -3.635 -3.074 0.241 0.000
H 2.215 -0.952 3.091 0.000
H 1.413 0.440 2.391 0.001
H 2.539 0.672 3.709 0.000
H 3.609 1.363 1.704 0.000
H 4.412 -0.157 2.155 0.000
H 3.794 0.217 -0.281 0.000
H 2.084 0.105 0.236 0.000
H 2.946 -2.145 1.366 0.000
H 4.294 -2.020 0.305 0.000
H 3.005 -1.048 -2.083 -0.002
H 2.130 -2.476 -2.713 -0.001
H 0.537 -0.713 -0.945 0.001
H 0.097 -1.624 -2.360 0.000
H 1.608 -0.024 -3.707 0.000
H 1.709 0.957 -2.228 0.000
H -0.623 0.405 -4.081 0.000
H -0.103 1.942 -3.437 0.000
H -0.959 0.368 0.134 0.000
H 0.202 1.483 -0.550 0.001
H -1.815 3.191 -0.711 0.009
H -2.729 1.998 0.158 0.002
H 0.309 3.869 2.262 0.011
H 0.822 2.524 1.299 0.037
H 1.296 4.936 0.449 0.000
H -0.390 4.964 -0.055 0.001
H 0.710 3.797 -0.725 0.000
H -2.720 2.202 4.019 -0.001
H -3.500 2.694 2.497 0.003
H -3.333 1.000 2.901 0.002
H -1.568 -3.937 1.737 0.000
H -1.286 -4.144 0.045 0.000
H -2.018 -1.853 -0.418 0.000
H -2.414 -1.613 1.311 0.000
H -4.379 -2.404 -0.162 0.000
H -3.435 -3.872 -0.465 0.000
H -3.964 -3.545 1.160 0.000
Er 4.084 -1.533 -3.408 2.007
```

The value obtained for the total energy is -3375.72710 Ha. As for the total charge: +3. The maximum force is 4.51 eV/A. The expectation value of S² is 3.76. As for the LUMO energy (spin up / spin down): -11.65 / -12.51 eV. Its multiplicity is 4. The HOMO-LUMO gap (spin up / spin down) is 4.42 / 3.56 eV. As for the HOMO energy (spin up / spin down): -16.064 / -16.065 eV.

=====

Which of these has the lowest maximum force? C18H36BErFN2O3S3

=====

Number 1 is which compound? C18H35B2FN3O10S

=====

What did the third record say?
Below is a structure of composition C18H36BErFN2O3S3, with properties calculated with wB97M-V/def2-TZVPD.

Geometry as XYZ:
```
65
Properties=species:S:1:pos:R:3:lowdin_spin:R:1
C 2.348 0.090 2.819 0.001
C 3.487 0.294 1.817 0.000
C 3.093 -0.244 0.422 0.000
C 3.243 -1.764 0.398 0.000
N 2.451 -2.510 -0.644 0.000
C 2.176 -1.741 -1.850 -0.002
C 0.875 -1.000 -1.932 0.001
C 1.069 0.268 -2.773 0.000
C -0.263 0.892 -3.183 0.003
B -1.258 0.842 -1.975 0.010
C -0.853 1.223 -0.535 0.051
C -1.725 2.390 0.014 0.052
N -1.267 2.905 1.303 0.620
C 0.124 3.365 1.322 0.070
C 0.445 4.322 0.191 0.005
C -1.523 1.884 2.291 0.013
C -2.852 1.971 2.971 0.008
O -0.707 0.987 2.540 0.097
S -2.949 0.182 -2.401 0.000
O -2.729 -1.107 -2.976 0.000
O -3.670 1.153 -3.132 0.000
F -3.628 -0.071 -1.022 0.000
C 1.353 -3.214 -0.155 0.000
S 1.047 -4.717 -0.787 0.000
S 0.358 -2.651 1.089 0.000
C -1.276 -3.406 0.837 0.000
C -2.317 -2.335 0.510 0.000
C -3.635 -3.074 0.241 0.000
H 2.215 -0.952 3.091 0.000
H 1.413 0.440 2.391 0.001
H 2.539 0.672 3.709 0.000
H 3.609 1.363 1.704 0.000
H 4.412 -0.157 2.155 0.000
H 3.794 0.217 -0.281 0.000
H 2.084 0.105 0.236 0.000
H 2.946 -2.145 1.366 0.000
H 4.294 -2.020 0.305 0.000
H 3.005 -1.048 -2.083 -0.002
H 2.130 -2.476 -2.713 -0.001
H 0.537 -0.713 -0.945 0.001
H 0.097 -1.624 -2.360 0.000
H 1.608 -0.024 -3.707 0.000
H 1.709 0.957 -2.228 0.000
H -0.623 0.405 -4.081 0.000
H -0.103 1.942 -3.437 0.000
H -0.959 0.368 0.134 0.000
H 0.202 1.483 -0.550 0.001
H -1.815 3.191 -0.711 0.009
H -2.729 1.998 0.158 0.002
H 0.309 3.869 2.262 0.011
H 0.822 2.524 1.299 0.037
H 1.296 4.936 0.449 0.000
H -0.390 4.964 -0.055 0.001
H 0.710 3.797 -0.725 0.000
H -2.720 2.202 4.019 -0.001
H -3.500 2.694 2.497 0.003
H -3.333 1.000 2.901 0.002
H -1.568 -3.937 1.737 0.000
H -1.286 -4.144 0.045 0.000
H -2.018 -1.853 -0.418 0.000
H -2.414 -1.613 1.311 0.000
H -4.379 -2.404 -0.162 0.000
H -3.435 -3.872 -0.465 0.000
H -3.964 -3.545 1.160 0.000
Er 4.084 -1.533 -3.408 2.007
```

The value obtained for the total energy is -3375.72710 Ha. As for the total charge: +3. The maximum force is 4.51 eV/A. The expectation value of S² is 3.76. As for the LUMO energy (spin up / spin down): -11.65 / -12.51 eV. Its multiplicity is 4. The HOMO-LUMO gap (spin up / spin down) is 4.42 / 3.56 eV. As for the HOMO energy (spin up / spin down): -16.064 / -16.065 eV.

=====

Please write out number 1 again, unchanged.
Below is a cluster of 3 separate species, C18H35B2FN3O10S in total, with properties calculated with wB97M-V/def2-TZVPD.

Geometry as XYZ:
```
70
Properties=species:S:1:pos:R:3:nbo_charge:R:1
C -0.263 2.581 5.642 -0.637
C -0.267 1.262 4.665 -0.460
C -1.572 1.126 3.684 0.219
F -2.134 -0.257 3.863 -0.384
C -1.285 1.390 2.094 -0.458
B -0.560 0.014 1.481 1.213
N 0.383 -0.883 2.315 -1.211
O -0.730 -0.433 0.055 -0.954
C -2.638 1.960 1.328 -0.431
B -3.915 0.926 1.095 1.265
O -3.759 -0.304 0.240 -0.942
N -5.312 1.145 1.663 -0.788
C -5.377 0.926 3.158 -0.433
C -5.916 2.460 1.228 -0.429
N -2.026 2.469 0.027 -0.427
C -0.694 2.808 0.021 0.256
C -0.241 2.553 1.611 -0.149
S 1.588 2.106 1.398 -0.014
C -0.337 4.073 2.211 -0.126
O -1.418 4.301 3.182 -0.296
O -1.761 5.561 3.176 -0.428
H 0.405 2.314 6.580 0.235
H 0.301 3.487 5.109 0.204
H -1.327 2.874 6.040 0.223
H 0.763 1.152 4.073 0.223
H -0.292 0.316 5.393 0.265
H -2.365 1.943 4.026 0.203
H 0.165 -1.884 2.099 0.423
H 1.362 -0.731 1.940 0.393
H -0.244 -1.321 -0.037 0.521
H -3.180 2.909 1.802 0.277
H -3.695 -1.117 0.825 0.521
H -6.222 1.585 3.677 0.223
H -4.371 1.097 3.730 0.185
H -5.694 -0.204 3.361 0.223
H -6.805 2.197 0.476 0.225
H -5.167 3.147 0.605 0.168
H -6.400 3.092 2.087 0.221
H -2.534 2.588 -0.879 0.450
H -0.034 3.221 -0.856 0.297
H 2.209 1.995 2.676 0.191
H -0.549 4.820 1.305 0.211
H 0.708 4.386 2.641 0.225
H -1.873 5.803 4.149 0.481
C 2.545 -4.219 -3.011 -0.645
C 1.893 -4.607 -1.700 0.059
C 0.619 -5.379 -1.872 -0.097
O -0.107 -5.046 -0.703 -0.470
C 0.336 -3.815 -0.306 0.999
O -0.202 -3.128 0.544 -0.646
O 1.463 -3.455 -0.994 -0.484
H 1.928 -3.501 -3.563 0.211
H 3.504 -3.724 -2.823 0.268
H 2.725 -5.094 -3.643 0.228
H 2.606 -5.149 -1.067 0.191
H 0.792 -6.458 -1.924 0.215
H 0.035 -5.070 -2.746 0.189
C 4.254 -1.578 -7.742 -0.629
C 4.530 -1.361 -6.268 0.061
C 5.954 -0.996 -5.975 -0.097
O 6.139 -1.494 -4.662 -0.478
C 5.263 -2.533 -4.513 0.975
O 5.281 -3.323 -3.586 -0.592
O 4.365 -2.570 -5.544 -0.488
H 4.787 -2.459 -8.119 0.228
H 3.188 -1.769 -7.902 0.227
H 4.543 -0.706 -8.336 0.226
H 3.835 -0.619 -5.857 0.180
H 6.119 0.085 -6.003 0.208
H 6.677 -1.484 -6.638 0.191
```

The value obtained for the total energy is -2170.87455 Ha. As for the total charge: +1. The maximum force is 6.82 eV/A. As for the LUMO energy: -4.29 eV. The HOMO-LUMO gap is 6.95 eV. As for the HOMO energy: -11.240 eV.